DFT (ωB97M-V/def2-TZVPD) results for a 2-piece molecular cluster, C5H9NO2 overall.

XYZ file:
```
17
Properties=species:S:1:pos:R:3
C 1.2557 -0.1484 -1.7628
C 0.5477 1.0314 -1.1136
C 0.2954 1.2220 0.4877
C -0.6390 0.5819 1.3610
C -1.5324 -0.7652 0.8993
H 1.7364 0.4269 -2.8102
H 2.1924 -0.5141 -1.2323
H 0.6650 -1.1110 -2.2481
H 0.5442 2.3182 0.6736
H 0.6022 -0.4735 0.5055
H -1.1021 0.8795 2.3662
H -1.8947 -1.0556 2.0809
H -2.4044 -0.4378 0.2596
H 0.1171 -2.1402 0.8900
N 0.7856 0.3035 1.3688
O -0.1252 1.6579 -1.7863
O -1.0438 -1.7756 0.0606
```

Values from the calculation:
Net charge: 0
HOMO-LUMO gap, eV: 8.85
Energy relative to the best compared isomer or geometry (same formula, charge and spin), eV: 8.644
E_LUMO, eV: -0.61
Highest occupied orbital energy, Ha: -0.347

Löwdin atomic charge list, values in e, 5 entries: number 1, C, carries -0.060; number 2, C, carries -0.448; number 3, C, carries -0.318; number 4, C, carries -0.240; number 5, C, carries -0.303